(1)
ORCA calculation (the ωB97M-V functional and the def2-TZVPD basis) on a structure of composition C53H63N8O3PS4TeW in a non-equilibrium geometry.

```
134
Properties=species:S:1:pos:R:3:lowdin_spin:R:1
O 1.345 0.032 1.315 0.000
C 4.348 1.568 -1.160 0.000
H 4.073 -3.521 2.123 0.000
H 4.549 -0.605 -4.777 0.000
C 2.095 -2.626 0.518 0.000
H 3.431 -4.213 -0.012 0.000
H 2.163 4.036 4.114 0.000
C 2.733 -1.914 1.619 0.000
H 4.627 0.042 0.402 0.000
H -0.618 -1.549 4.281 0.010
H 5.356 -1.939 -3.975 0.000
H -1.877 1.927 6.320 0.001
P 3.097 0.617 -2.243 0.000
H 4.935 1.581 -4.574 0.000
C 4.157 2.304 -4.341 0.000
C -2.073 -3.720 0.961 0.000
C 2.388 -4.079 0.280 0.000
N -0.952 0.928 1.250 0.003
C 4.240 1.051 0.278 0.000
C 1.571 -1.984 6.370 0.017
H 2.526 -2.389 6.700 0.000
C 3.872 -1.040 -2.738 0.000
H -0.510 -0.724 -4.875 0.000
C 5.804 1.409 -1.626 0.000
N 1.671 0.245 -1.522 0.000
H 1.878 -1.965 -2.650 0.000
H 1.834 -0.107 -4.707 0.000
H 1.194 6.667 3.089 0.000
H -2.849 3.877 2.769 0.000
C 2.353 -0.591 1.906 0.000
H -6.836 2.182 2.823 0.000
C 2.780 -1.998 -3.255 0.000
H 2.224 -4.657 1.190 0.000
C -5.304 0.683 2.879 0.000
C 4.504 -1.704 -1.505 0.000
C -0.937 6.648 2.956 0.000
H 3.180 -3.014 -3.214 0.000
N -3.057 4.418 -2.829 0.000
H 0.213 0.089 -3.543 0.000
H -5.720 3.513 1.062 0.000
H 4.513 0.032 4.442 0.000
H 0.471 2.648 8.879 0.006
H 0.946 2.382 -3.046 0.000
H 2.270 3.513 -2.815 0.000
H 1.915 3.102 2.634 0.000
H 5.433 -1.238 -1.190 0.000
C 0.066 1.469 7.141 0.095
C 0.712 1.730 8.353 0.035
H 2.572 2.220 10.284 0.000
C -0.702 3.889 2.864 0.003
N -0.759 -1.827 1.053 0.000
S 0.829 2.515 -0.033 0.000
H -1.208 3.146 7.409 0.000
C -2.081 5.873 2.850 0.000
C -0.372 3.503 -0.777 0.000
C -1.394 -2.773 0.277 0.000
S -1.621 -2.963 -3.664 0.000
C 2.869 1.650 -3.811 0.000
C -4.088 0.265 2.364 0.000
H 5.981 1.800 -2.625 0.000
C 4.022 -0.514 3.647 0.000
C -1.961 4.494 2.817 0.000
C 4.091 3.088 -1.095 0.000
O 1.317 -2.064 -0.258 0.000
C 1.851 4.097 3.068 0.000
C -1.330 -2.629 -1.173 0.000
H 3.832 -1.704 -0.655 0.000
C 1.640 0.854 8.905 -0.018
C -5.261 2.607 1.434 0.000
C 1.862 2.766 -3.490 0.000
H -5.798 0.095 3.641 0.000
H 1.610 0.963 11.050 -0.001
C -2.151 0.597 0.829 0.000
H 6.175 0.390 -1.584 0.000
C -0.747 -1.604 -3.068 0.000
C 2.333 0.807 -4.993 0.000
H -3.548 2.779 0.150 0.000
H -3.057 6.336 2.801 0.000
H 2.521 -1.807 -4.293 0.000
C -5.888 1.856 2.418 0.000
C 4.950 -0.936 -3.823 0.000
C 0.309 6.048 3.017 0.000
C 3.772 -2.509 2.356 0.000
C -3.454 1.028 1.391 0.000
H 3.069 3.334 -0.835 0.000
H 4.739 -2.739 -1.762 0.000
H 5.780 -0.290 -3.549 0.000
C 1.923 -0.329 8.236 0.035
C -0.961 -2.043 2.326 0.001
H -0.608 3.026 5.768 -0.001
C 1.306 -0.654 7.023 0.096
C 0.430 0.286 6.541 0.670
H 3.138 0.535 -5.673 0.000
N -0.212 6.050 -0.396 0.000
H -1.012 7.727 2.978 0.000
H 6.415 1.997 -0.939 0.000
H 1.600 3.271 -4.422 0.000
C -1.896 -3.477 -2.049 0.000
Te -0.686 1.810 3.120 0.015
H 2.635 -1.028 8.662 0.007
H 3.213 1.082 0.628 0.000
H 2.666 1.092 3.191 0.000
H 3.887 2.799 -5.276 0.000
H -3.628 -0.649 2.720 0.000
H 4.826 1.707 0.924 0.000
S -1.919 -3.445 2.654 0.000
H 4.365 3.614 -2.003 0.000
H -2.669 -4.531 0.582 0.000
H 3.187 0.567 10.375 0.000
H 4.568 3.066 -3.689 0.000
H 1.601 -1.910 5.285 0.002
C -0.311 4.913 -0.528 0.000
O -2.106 -0.159 -0.189 0.000
C 0.461 4.665 2.965 0.000
H 0.317 -0.691 3.140 0.002
C -0.962 2.437 6.619 0.015
N -0.500 -1.256 3.325 0.007
H -2.462 -4.367 -1.841 0.000
C 2.997 0.089 2.953 0.000
H 2.558 4.744 2.549 0.000
S -1.210 1.325 -2.111 0.000
H 1.745 -4.444 -0.516 0.000
H 1.628 1.413 -5.566 0.000
H 5.233 -2.282 3.898 0.000
C 4.426 -1.820 3.348 0.000
C -1.253 2.990 -1.658 0.000
C -4.040 2.196 0.919 0.000
N -0.168 -0.765 -3.929 0.000
W 0.191 0.050 -0.332 0.000
N -0.659 -1.537 -1.750 0.000
H 4.731 3.478 -0.301 0.000
H 0.798 -2.706 6.646 -0.001
C -2.241 3.797 -2.310 0.000
C 2.292 1.169 10.224 -0.002
```

The relative energy (zero: lowest compared OMol25 entry of this formula, charge and spin) comes out at 0.0 kcal/mol. The orbital gap (alpha / beta) comes out at 6.4 / 6.3 eV. Its multiplicity is 2. The calculation puts the HOMO energy (alpha / beta) at -9.49 / -9.49 eV. As for the charge: +1. The largest force on an atom comes out at 2.0 eV Å⁻¹.

=====

(2)
ORCA calculation (the ωB97M-V functional and the def2-TZVPD basis) on a structure of composition C20H37MnN3OP in a non-equilibrium geometry.

```
63
Properties=species:S:1:pos:R:3:lowdin_spin:R:1
H 2.155 2.188 0.899 0.000
H 2.105 -0.119 -2.811 0.000
H 2.064 -0.504 6.630 0.000
N 0.743 1.680 4.130 0.000
C 0.978 -2.165 4.784 0.000
H -0.894 2.996 4.099 0.000
H -0.654 -2.013 -2.847 -0.001
C -1.822 0.555 -4.274 0.090
H -3.157 -0.735 0.522 0.000
C 2.199 1.726 3.972 0.000
Mn 0.021 -0.124 -0.902 2.575
C -0.356 0.661 -4.234 0.568
H 1.807 -2.502 5.423 0.000
H 0.369 -0.304 -5.997 0.032
H -2.289 1.229 -3.545 0.007
C 2.156 -0.014 0.548 -0.081
H 0.060 -1.400 -4.652 0.008
H -2.644 -0.150 2.530 0.000
C -1.259 -1.917 0.472 -0.061
H 1.716 2.370 -1.768 0.002
C -2.295 -1.100 -0.035 -0.043
C -2.154 -0.283 5.448 0.000
H 0.337 -0.712 7.031 0.000
H -0.360 2.621 -3.399 0.006
C 1.943 0.127 -1.767 -0.040
H -2.284 1.600 2.705 0.000
H -3.205 0.017 5.537 0.000
C -2.078 -0.909 -1.431 -0.026
H 0.249 2.541 -5.058 0.035
H 0.060 -2.714 5.063 0.000
C 2.071 -0.797 -0.655 -0.068
H 2.394 -0.398 1.536 -0.002
H 1.218 -2.395 3.736 0.000
H 2.539 2.709 4.321 0.000
P 0.015 0.180 3.827 -0.001
N -1.585 0.420 4.303 0.000
H 2.280 -1.860 -0.764 0.000
N 0.820 -0.724 4.967 0.000
C -2.559 0.684 3.244 0.000
H 0.431 -2.986 -0.561 0.000
H -0.081 2.828 2.511 0.000
H 1.492 -0.353 -4.640 0.005
H 2.677 0.944 4.573 0.000
H -2.163 -0.467 -4.075 0.007
H 2.507 1.613 2.921 0.000
O 0.164 -0.395 2.463 -0.006
H -2.233 0.823 -5.264 0.034
C 0.428 -0.394 -4.896 0.083
H -1.634 -0.015 6.375 0.000
C 0.075 2.870 3.604 0.000
H -1.182 -2.301 1.487 -0.001
C 1.808 1.449 -1.195 -0.051
C 2.026 1.353 0.210 -0.046
H 0.706 3.736 3.836 0.000
C -0.389 -2.274 -0.610 -0.077
C 0.227 2.004 -4.092 0.091
C 1.039 -0.238 6.327 0.000
H -2.120 -1.378 5.315 0.000
H -2.751 -0.387 -2.105 0.003
C -0.946 -1.733 -1.837 -0.048
H 1.264 1.982 -3.739 0.007
H 0.924 0.853 6.377 0.000
H -3.533 0.839 3.724 0.000
```

The orbital gap (alpha / beta) comes out at 4.7 / 7.8 eV. Its multiplicity is 4. The calculation puts the HOMO energy (alpha / beta) at -9.74 / -11.35 eV. As for the charge: +1. The largest force on an atom comes out at 2.8 eV Å⁻¹.

=====

(3)
ORCA calculation (the ωB97M-V functional and the def2-TZVPD basis) on a cluster of 9 separate species, C20H21BCl34F3NO7S in total in a non-equilibrium geometry.

```
88
Properties=species:S:1:pos:R:3:mulliken_charge:R:1
C 5.679 -0.973 2.000 0.160
H -1.547 2.993 1.079 0.446
H 1.453 0.353 0.088 0.843
O 1.019 -1.708 1.092 -0.113
S 0.856 -3.276 1.057 1.413
Cl 4.914 4.420 1.348 0.001
Cl 2.873 3.969 3.325 0.078
N 3.384 -3.671 -2.783 -0.718
C -1.596 -2.023 -1.559 -1.430
Cl 7.103 -0.926 0.958 -0.111
C -1.528 1.999 0.649 -1.095
H -1.771 2.109 -0.399 0.422
C 2.189 -1.668 -1.730 0.106
O 2.012 -3.895 0.511 -0.590
H -3.459 -2.474 2.117 0.335
H 2.725 -3.515 -3.529 0.308
Cl -4.219 3.942 1.120 -0.075
Cl -3.152 6.520 1.841 -0.088
C 3.456 -2.542 -1.862 -0.621
O -2.583 -0.983 1.002 -0.212
Cl 2.122 5.031 5.897 -0.108
Cl 5.116 0.677 2.303 -0.022
Cl 11.644 5.018 -3.437 -0.100
Cl 10.309 2.504 -3.902 -0.097
Cl -6.584 -1.584 -3.817 -0.053
Cl 1.648 -0.288 6.607 -0.067
C -10.726 -0.054 -4.529 0.330
C -0.291 -2.085 -0.779 2.104
Cl -9.152 -0.273 -5.289 -0.026
C -3.740 5.528 0.503 0.337
H 2.234 -0.973 -2.563 0.527
Cl 2.987 1.857 8.001 -0.077
Cl 0.212 5.016 3.733 -0.039
Cl 8.961 4.603 -2.457 -0.026
Cl -2.454 5.332 -0.691 -0.080
H -2.448 -1.778 -0.939 0.173
C -3.651 -1.441 1.841 -0.512
H -3.701 -0.852 2.751 0.473
C 1.552 4.141 4.483 0.088
H 1.003 -3.482 -1.772 0.611
Cl 6.801 6.591 1.135 -0.103
C -6.803 -2.770 -5.115 0.257
Cl 7.615 3.905 0.473 -0.057
C -3.030 -3.840 -1.905 0.851
H 0.441 -2.233 -2.800 0.552
Cl 4.447 0.202 6.144 -0.033
Cl 11.167 3.210 -1.240 -0.107
F -4.038 -3.042 -2.343 -0.132
O -0.418 -3.290 0.072 -0.490
H 3.110 -4.493 -2.267 0.305
C 6.282 5.060 0.427 0.236
Cl 5.781 5.325 -1.248 -0.119
F -3.120 -5.021 -2.556 -0.286
Cl -6.565 -1.978 -6.679 -0.087
C 3.164 0.223 7.357 0.279
Cl -11.954 -0.925 -5.454 -0.100
H -1.551 -1.307 -2.366 0.678
C 10.519 3.835 -2.762 0.323
H -0.002 1.161 1.940 0.576
O 0.389 -3.828 2.285 -0.736
Cl 4.397 -1.890 1.203 -0.040
Cl -8.433 -3.455 -5.039 -0.054
H 4.216 -1.861 -2.244 0.428
Cl -10.671 -0.692 -2.882 -0.100
C -4.974 -1.376 1.088 -1.278
Cl 0.129 0.778 -1.746 -0.137
Cl 6.093 -1.743 3.534 -0.104
H -2.282 1.441 1.191 0.083
B -1.308 -1.166 1.414 0.908
H -4.912 -0.662 0.276 0.255
C 0.378 0.354 -0.033 -0.474
H -1.134 -2.279 3.028 0.290
Cl 1.025 2.820 0.690 -0.125
O -1.815 -3.318 -2.158 -0.414
Cl 1.008 2.530 4.966 -0.004
H -5.763 -1.085 1.773 0.347
H -5.241 -2.359 0.718 0.317
C -0.142 1.439 0.902 0.021
H 3.802 -2.837 -0.880 0.002
H 2.334 -1.073 -0.837 -0.492
Cl -5.620 -4.064 -4.931 -0.105
C 0.847 -2.412 -1.812 -1.575
F -3.248 -4.075 -0.585 -0.241
Cl -11.132 1.665 -4.482 -0.102
C -0.084 -1.062 0.328 -0.611
Cl -5.131 6.312 -0.248 -0.108
Cl 3.571 -0.886 8.669 -0.108
O -0.997 -1.373 2.730 -0.884
```

The orbital gap comes out at 9.1 eV. The calculation puts the HOMO energy at -9.18 eV. As for the SMILES: CCOB(O)[C@@]1([C@@H](Cl)[C@H](C)Cl)OS(=O)(=O)O[C@@]1(CCCN)COC(F)(F)F.ClC(Cl)(Cl)Cl.ClC(Cl)(Cl)Cl.ClC(Cl)(Cl)Cl.ClC(Cl)(Cl)Cl.ClC(Cl)(Cl)Cl.ClC(Cl)(Cl)Cl.ClC(Cl)(Cl)Cl.ClC(Cl)(Cl)Cl. As for the charge: 0. The largest force on an atom comes out at 1.8 eV Å⁻¹.